{"formula": "C29H84N4O13", "method": "ωB97M-V/def2-TZVPD", "charge": 0, "mol_weight_g_mol": 697.0, "e_homo_ev": -8.591, "de_lowest_ev": 15.807, "species": ["C", "O", "H", "H", "H", "H", "C", "O", "H", "H", "H", "H", "C", "O", "H", "H", "H", "H", "C", "O", "N", "N", "H", "H", "H", "H", "C", "O", "N", "N", "H", "H", "H", "H", "C", "C", "C", "O", "H", "H", "H", "H", "H", "H", "H", "H", "C", "C", "C", "O", "H", "H", "H", "H", "H", "H", "H", "H", "C", "C", "C", "O", "H", "H", "H", "H", "H", "H", "H", "H", "C", "C", "C", "O", "H", "H", "H", "H", "H", "H", "H", "H", "C", "C", "C", "O", "H", "H", "H", "H", "H", "H", "H", "H", "C", "C", "C", "O", "H", "H", "H", "H", "H", "H", "H", "H", "C", "C", "C", "O", "H", "H", "H", "H", "H", "H", "H", "H", "C", "C", "C", "O", "H", "H", "H", "H", "H", "H", "H", "H"], "positions_angstrom": [[-4.3747, -1.5974, 0.5773], [-3.9384, -1.3188, 1.8736], [-5.4274, -1.6218, 0.5564], [-3.9884, -2.5918, 0.2747], [-4.1613, -0.8130, -0.1090], [-3.0226, -1.7149, 1.8661], [0.0560, -5.0585, -0.3135], [0.7270, -6.1856, -0.8118], [-1.0140, -5.2240, -0.1163], [0.0653, -4.3241, -1.0682], [0.4024, -4.5866, 0.7034], [0.2841, -6.9441, -0.4238], [-0.5045, -0.6549, -0.2581], [0.2570, 0.2808, 0.4415], [-0.1475, -1.6401, -0.1341], [-0.3591, -0.6678, -1.2712], [-1.6552, -0.7288, 0.0464], [1.1409, -0.0599, 0.6122], [3.4984, -1.6689, 3.2653], [2.8789, -0.4157, 3.4565], [4.3449, -2.2169, 4.1087], [3.6927, -2.1950, 2.0760], [4.3124, -1.8313, 5.0635], [4.6134, -3.2228, 3.9648], [3.2663, -1.6860, 1.2668], [3.6086, -3.2311, 2.0221], [-1.4456, 2.3469, -2.1369], [-2.2358, 3.4182, -2.5451], [-0.9280, 2.3210, -0.9603], [-1.0541, 1.4213, -2.9501], [-1.2465, 3.0579, -0.3708], [-0.6532, 1.4247, -0.4496], [-1.3004, 1.4478, -3.9430], [-0.2237, 0.8757, -2.7356], [-2.8061, -1.8781, -2.4109], [-1.9949, -2.7597, -3.2863], [-2.1160, -2.4895, -4.7508], [-0.7911, -2.7939, -3.1310], [-2.6862, -2.0618, -1.3558], [-3.8726, -1.9703, -2.6038], [-2.6259, -0.8197, -2.6195], [-2.2537, -3.8033, -3.1908], [-3.1677, -2.3927, -4.9548], [-1.6874, -3.3230, -5.2293], [-1.7206, -1.5194, -5.0759], [-0.4460, -3.2433, -3.9275], [1.2009, -2.0512, -5.5626], [1.6506, -1.3937, -4.2674], [2.8542, -0.4318, -4.5921], [0.7219, -0.7178, -3.7928], [0.5793, -2.9312, -5.3417], [2.1256, -2.4134, -5.9718], [0.7913, -1.3843, -6.3320], [2.0393, -2.1285, -3.5987], [3.5720, -1.0120, -5.1668], [3.3773, -0.0266, -3.7387], [2.6813, 0.3485, -5.2643], [0.0003, -1.4043, -3.7022], [-2.0211, 3.2595, 4.5985], [-1.8391, 1.7527, 4.6192], [-0.6407, 1.2909, 3.7684], [-1.6801, 1.2459, 5.7384], [-2.0871, 3.8469, 3.6753], [-1.2216, 3.7817, 5.1231], [-2.8373, 3.4950, 5.1245], [-2.7926, 1.2447, 4.3121], [0.2813, 1.5822, 4.2141], [-0.6811, 1.4716, 2.7237], [-0.6096, 0.2344, 3.8454], [-0.7387, 1.3503, 6.0461], [4.6581, -0.8978, -1.5752], [3.2305, -0.8688, -0.9811], [2.6462, -2.2741, -0.9428], [3.0270, -0.4126, 0.1522], [5.0519, 0.1130, -1.5922], [4.7169, -1.3022, -2.5391], [5.3336, -1.5908, -1.0818], [2.5978, -0.2234, -1.5580], [2.6238, -2.7213, 0.0329], [3.2468, -2.8645, -1.6701], [1.6024, -2.1961, -1.3404], [3.2904, 0.5082, 0.2442], [0.3073, -2.2672, 2.6933], [-0.9949, -2.9860, 2.8085], [-1.8761, -2.4078, 3.8963], [-1.7279, -3.0022, 1.7803], [0.3465, -1.2369, 2.3904], [0.8238, -2.9283, 2.0535], [0.8325, -2.1925, 3.6784], [-0.9158, -4.0297, 3.1358], [-2.7748, -2.9616, 4.2328], [-2.1613, -1.3669, 3.6313], [-1.2405, -2.3287, 4.6629], [-2.2648, -3.8464, 1.7234], [-4.7564, 2.2347, 2.4120], [-3.9280, 2.2561, 1.1920], [-4.6512, 2.9741, 0.0552], [-2.8152, 2.8328, 1.3209], [-4.5926, 3.1310, 2.9161], [-4.5044, 1.4482, 3.1092], [-5.7805, 2.0931, 2.2012], [-3.5670, 1.1942, 1.0268], [-4.0303, 2.9352, -0.8455], [-4.9832, 3.9422, 0.3528], [-5.5356, 2.4765, -0.1699], [-2.3766, 2.4668, 2.0374], [2.5776, 3.9479, -3.5945], [1.9586, 3.0994, -2.5381], [3.0312, 2.4115, -1.6824], [1.1899, 3.7536, -1.7860], [3.3750, 4.5427, -3.0047], [1.7941, 4.6251, -4.0596], [2.8970, 3.3572, -4.3711], [1.5582, 2.1533, -2.8849], [3.8372, 3.0664, -1.3177], [3.4177, 1.5777, -2.2645], [2.5169, 1.9344, -0.7544], [0.5633, 3.1453, -1.3305], [2.1719, 2.4746, 2.1701], [1.7114, 3.8920, 1.7518], [0.5212, 4.4495, 2.5121], [2.6113, 4.7282, 1.7337], [1.3786, 1.7736, 1.9143], [2.2829, 2.5193, 3.2862], [3.0649, 2.0749, 1.7653], [1.4321, 3.7112, 0.6991], [0.5373, 4.1762, 3.5786], [-0.3988, 4.0040, 2.1075], [0.5146, 5.5164, 2.3137], [2.5710, 5.0155, 0.8129]]}

---

{"formula": "C4H11NO3", "method": "ωB97M-V/def2-TZVPD", "charge": 0, "mol_weight_g_mol": 121.1, "smiles": "C[C@@H](O)CC(N)=O.O", "e_homo_ev": -10.107, "de_lowest_ev": 0.697, "species": ["C", "C", "O", "C", "C", "N", "O", "H", "H", "H", "H", "H", "H", "H", "H", "H", "O", "H", "H"], "positions_angstrom": [[2.1704, 1.5904, 0.6166], [1.3603, 0.3462, 0.2648], [0.9214, -0.1829, 1.5186], [0.1179, 0.6682, -0.6117], [-0.5624, -0.5984, -1.0581], [-1.4440, -0.4822, -2.0807], [-0.4101, -1.6553, -0.4717], [1.6021, 2.5019, 0.7965], [2.7095, 1.2842, 1.4987], [2.9109, 1.8916, -0.1239], [1.9648, -0.3885, -0.2591], [0.7408, -1.1061, 1.3826], [-0.4795, 1.2902, 0.0608], [0.4831, 1.3921, -1.3266], [-1.6133, 0.3759, -2.5632], [-1.8737, -1.3229, -2.4237], [-3.0207, -1.8931, 1.9443], [-3.4467, -2.1147, 1.1129], [-2.1308, -1.5967, 1.7227]]}

---

{"formula": "C2H4F2", "method": "ωB97M-V/def2-TZVPD", "charge": 0, "mol_weight_g_mol": 66.0, "smiles": "CC(F)F", "e_homo_ev": -11.631, "de_lowest_ev": 0.524, "species": ["C", "C", "F", "F", "H", "H", "H", "H"], "positions_angstrom": [[0.0122, 0.4005, 0.2563], [-1.4039, -0.1173, -0.2623], [-2.2699, 0.1234, 0.8077], [-1.2755, -1.4143, -0.4505], [0.6044, 0.2186, -0.6575], [0.0125, 1.3292, 0.8006], [0.3778, -0.3927, 0.8515], [-1.6672, 0.2891, -1.2887]]}

---

Energy? In order: -2351.93147, -439.50030, -278.31598 hartree.
HOMO-LUMO gap? In order: 8.459, 10.735, 12.776 eV.